The following is a DFT calculation (the ωB97M-V functional and the def2-TZVPD basis) of an isolated ion of composition C5H8N and charge +1.

Positions of all 14 atoms, in Å:
C: -1.58739 -1.13517 -0.01862
C: 0.88882 -1.01174 0.51546
C: -0.48790 1.10379 0.12135
C: -1.62823 0.14464 -0.10916
C: 1.44698 -0.37184 -0.66215
N: 0.79304 0.42193 0.39500
H: -1.92386 -2.13797 -0.04243
H: -0.36458 1.74651 -0.75718
H: -0.74787 1.73222 0.97812
H: -2.54991 0.67410 -0.35855
H: 2.51734 -0.23300 -0.78281
H: 1.35457 -1.51937 1.33397
H: 0.89989 -0.42090 -1.59585
H: 1.38908 1.00681 0.98286

Values from the calculation:
- Frontier orbital gap (spin up / spin down): 8.8 / 8.8 eV
- LUMO level (spin up / spin down): -4.874 / -4.865 eV
- Electronic energy: -6792.7142 eV
- Charge: +1
- HOMO energy (spin up / spin down): -13.674 / -13.685 eV
- Relative energy (zero: lowest compared OMol25 entry of this formula, charge and spin): 518.53 kJ/mol
- Max |F|: 0.0746 hartree/bohr



The following is a DFT calculation (the ωB97M-V functional and the def2-TZVPD basis) of a 2-piece molecular cluster, C4H12 overall.

Positions of all 16 atoms, in Å:
C: -1.01544 -2.11530 -1.48988
C: -0.58357 -2.13600 -0.07119
H: -1.28279 -1.14871 -1.73865
H: -0.32519 -2.47622 -2.26262
H: -1.90302 -2.85302 -1.55602
H: 0.04792 -1.32711 0.12940
H: -1.56460 -1.93359 0.44740
H: -0.15050 -3.02523 0.11684
C: 0.12487 1.86611 1.01643
C: 1.59622 2.26562 0.51579
H: -0.20755 0.90986 0.82035
H: 0.25563 1.82182 2.20976
H: -0.66959 2.65644 0.52005
H: 1.60447 3.32467 0.14808
H: 2.17401 2.47622 1.43960
H: 1.89913 1.69443 -0.24532

Values from the calculation:
- SMILES: CC.CC
- Frontier orbital gap: 12.4 eV
- LUMO level: 1.040 eV
- Electronic energy: -4340.6993 eV
- HOMO energy: -11.321 eV
- Relative energy (zero: lowest compared OMol25 entry of this formula, charge and spin): 176.47 kJ/mol
- Max |F|: 0.1172 hartree/bohr



The following is a DFT calculation (the ωB97M-V functional and the def2-TZVPD basis) of an isolated ion of composition C6H12NO and charge -1.

Positions of all 20 atoms, in Å:
C: -2.11915 -0.40517 -0.78411
O: -2.73958 0.73832 -0.52574
C: -0.73198 -0.55391 0.15605
C: 0.03245 0.68252 -0.45772
C: 1.03881 0.03847 0.36732
C: 2.22335 -0.59601 -0.18625
C: 3.51167 0.19497 -0.18894
N: -1.31455 -0.26201 1.47983
H: -1.77391 -0.45696 -1.84118
H: -2.80706 -1.28643 -0.71026
H: -0.53592 -1.61363 -0.00075
H: 0.35496 0.64597 -1.49422
H: -0.61697 1.54070 -0.28591
H: 1.06196 0.50998 1.38470
H: 2.21399 -1.67774 -0.03908
H: 4.39742 -0.34613 0.16545
H: 3.74993 0.50242 -1.22067
H: 3.44865 1.06839 0.46482
H: -0.69302 0.23307 2.10112
H: -2.06586 0.39179 1.16930

Values from the calculation:
- Frontier orbital gap: 5.8 eV
- LUMO level: 4.032 eV
- Electronic energy: -9948.5285 eV
- Charge: -1
- HOMO energy: -1.724 eV
- Relative energy (zero: lowest compared OMol25 entry of this formula, charge and spin): 464.83 kJ/mol
- Max |F|: 0.0621 hartree/bohr



The following is a DFT calculation (the ωB97M-V functional and the def2-TZVPD basis) of a 9-piece molecular cluster, C46H115N9O9 overall.

Positions of all 179 atoms, in Å:
C: 3.39530 -6.32833 -1.62059
C: 2.98230 -4.83630 -1.47344
C: 2.62258 -4.51975 -0.00637
C: 4.25696 -3.98899 -1.76067
C: 4.58248 -3.94858 -3.25136
C: 3.41960 -3.71890 -4.21999
C: 2.04068 -4.41587 -3.87142
C: 0.88643 -3.52734 -4.40600
C: 1.97306 -5.80725 -4.51662
N: 1.88339 -4.44426 -2.35809
O: 0.73238 -5.04739 -2.03421
H: 3.78147 -6.55203 -2.61504
H: 4.17796 -6.55729 -0.89732
H: 2.54338 -6.96112 -1.37179
H: 2.20947 -3.51896 0.11960
H: 1.92422 -5.23801 0.42317
H: 3.51079 -4.54533 0.62493
H: 4.17089 -2.94759 -1.45053
H: 5.16097 -4.28562 -1.22881
H: 5.31902 -3.17987 -3.48524
H: 5.29070 -4.71243 -3.57240
H: 3.90536 -4.13806 -5.10115
H: 3.40523 -2.64266 -4.39200
H: -0.10642 -3.87891 -4.12539
H: 0.90371 -3.33173 -5.47817
H: 0.91873 -2.52887 -3.96998
H: 1.23942 -5.93449 -5.31266
H: 1.90720 -6.55423 -3.72555
H: 2.92979 -6.06703 -4.96970
H: 0.28059 -4.33065 -1.58281
C: 4.37594 5.21817 5.23708
C: 4.23116 4.47632 3.85853
C: 4.39566 5.36707 2.61147
C: 5.45511 3.49200 3.68669
C: 5.15866 2.38096 2.70063
C: 3.90076 1.66707 3.14024
C: 2.61874 2.59546 3.18367
C: 1.91389 2.71435 1.84969
C: 1.58543 1.78422 4.03470
N: 2.93212 3.83574 3.90590
O: 1.81332 4.73432 4.01694
H: 5.37663 5.61845 5.39987
H: 3.65221 6.00726 5.44116
H: 4.21919 4.53254 6.06981
H: 3.68252 6.18564 2.51412
H: 5.37941 5.80733 2.44867
H: 4.19058 4.80127 1.70267
H: 6.39519 3.94972 3.37873
H: 5.64070 3.00155 4.64225
H: 5.10186 2.69463 1.65828
H: 6.00754 1.69733 2.68798
H: 4.18811 1.13962 4.04982
H: 3.69915 0.86228 2.43329
H: 2.31508 3.16089 0.93988
H: 0.93423 3.14583 2.05507
H: 1.79759 1.75424 1.34693
H: 0.67595 2.37894 4.11993
H: 1.97196 1.57349 5.03184
H: 1.47495 0.78798 3.60645
H: 1.69382 4.92216 3.08311
C: -6.02015 -6.78580 4.43909
O: -5.47592 -5.79724 3.64231
C: -6.39295 -5.32397 2.67652
C: -5.84817 -4.15642 1.86263
C: -5.49151 -2.90049 2.66452
N: -6.75545 -3.81874 0.78144
H: -6.46557 -7.66749 3.97832
H: -6.73423 -6.47208 5.20052
H: -5.13190 -7.33534 4.75073
H: -6.75561 -6.19284 2.12731
H: -7.27077 -4.97487 3.22027
H: -4.93742 -4.54680 1.40849
H: -4.89035 -2.18158 2.10785
H: -4.84494 -3.15204 3.50521
H: -6.33308 -2.35080 3.08607
H: -6.20191 -3.42479 0.03411
H: -6.95414 -4.66494 0.26708
C: -2.16300 2.81080 1.26062
O: -3.01715 3.76167 1.83936
C: -3.86017 4.30701 0.80591
C: -4.59583 5.46766 1.46346
C: -5.52131 6.25412 0.61189
N: -3.56806 6.29581 2.08194
H: -1.53352 2.20873 1.91589
H: -1.47990 3.20556 0.50854
H: -2.77602 2.04012 0.79333
H: -3.18281 4.67721 0.03634
H: -4.49580 3.47813 0.49441
H: -5.15451 5.03922 2.29558
H: -5.28668 6.40787 -0.44139
H: -5.74581 7.22717 1.04879
H: -6.43986 5.66764 0.63209
H: -3.36195 5.75728 2.91115
H: -4.15764 7.01858 2.46936
C: -2.21926 -4.09612 4.12573
O: -1.18399 -3.27975 4.61571
C: -0.04337 -3.28338 3.74260
C: 0.66875 -1.92375 3.78628
C: 1.94774 -1.95331 2.90284
N: 1.15606 -1.73309 5.13119
H: -2.59584 -3.88093 3.12574
H: -3.02949 -3.94548 4.83912
H: -2.01325 -5.16647 4.12185
H: 0.63973 -3.99069 4.21291
H: -0.28031 -3.71503 2.77016
H: 0.09049 -1.04788 3.49207
H: 2.40637 -2.89630 3.20037
H: 2.66504 -1.15374 3.08801
H: 1.62325 -1.95218 1.86226
H: 0.40590 -1.72674 5.80744
H: 1.86880 -2.41407 5.35112
C: -2.07235 -1.01621 0.65776
O: -0.92537 -1.76807 0.38828
C: -0.35686 -1.60271 -0.90619
C: 0.80684 -0.51315 -0.85425
C: 0.35166 0.90009 -0.97750
N: 1.77790 -0.74103 -1.91162
H: -2.03139 0.00295 0.27340
H: -2.20798 -0.84579 1.72577
H: -2.88119 -1.47688 0.09061
H: 0.13114 -2.55667 -1.10598
H: -1.12188 -1.39446 -1.65418
H: 1.33506 -0.64111 0.09059
H: -0.40345 1.16976 -1.71586
H: 1.15773 1.63271 -1.01769
H: -0.20743 1.02873 -0.05069
H: 2.10072 -1.68682 -1.76546
H: 2.58717 -0.14110 -1.83912
C: 5.52860 -0.30670 -0.98140
O: 4.54896 0.41387 -1.69296
C: 5.07793 1.07653 -2.79860
C: 5.59778 2.50854 -2.28852
C: 4.42688 3.31610 -1.73726
N: 6.17546 3.28937 -3.42004
H: 6.41059 0.18047 -0.56564
H: 5.82524 -1.06560 -1.70539
H: 4.96113 -0.76775 -0.17300
H: 5.87986 0.54446 -3.31037
H: 4.23820 1.17422 -3.48664
H: 6.33251 2.41927 -1.48834
H: 3.84392 2.72890 -1.02771
H: 3.81825 3.53269 -2.61520
H: 4.65232 4.19891 -1.13900
H: 7.14985 3.13583 -3.63704
H: 6.19436 4.20107 -2.98582
C: -7.73017 1.55498 -3.74686
O: -7.12807 1.04641 -2.59866
C: -6.64217 -0.30066 -2.69333
C: -6.13167 -0.94896 -1.35497
C: -5.46447 0.03148 -0.36296
N: -5.26335 -2.07332 -1.53721
H: -8.71806 1.14470 -3.95624
H: -7.10673 1.35185 -4.61759
H: -7.80893 2.63677 -3.63904
H: -7.39785 -1.00626 -3.03857
H: -5.84492 -0.36730 -3.43364
H: -6.98701 -1.29771 -0.77628
H: -4.82194 0.80127 -0.79036
H: -4.82665 -0.31513 0.45014
H: -6.29782 0.56384 0.09555
H: -5.64017 -2.66481 -2.26402
H: -4.42649 -1.69731 -1.95957
C: -1.36087 5.52837 -2.16106
O: -1.08604 4.83325 -3.42244
C: 0.23756 4.20143 -3.50709
C: 0.24796 3.50557 -4.95407
C: -0.49360 2.16002 -5.05397
N: 1.62804 3.25094 -5.51236
H: -2.40657 5.80485 -2.02628
H: -0.72943 6.40686 -2.29393
H: -1.10930 4.90078 -1.30611
H: 0.95395 5.01835 -3.59396
H: 0.38601 3.47911 -2.70440
H: -0.27980 4.13988 -5.66627
H: 0.06860 1.25663 -4.81749
H: -0.70522 2.03828 -6.11628
H: -1.46014 2.12233 -4.55150
H: 1.87496 3.96679 -6.18071
H: 1.48054 2.47730 -6.14468

Values from the calculation:
- SMILES: CC1(C)CCCC(C)(C)N1O.CC1(C)CCCC(C)(C)N1O.COC[C@H](C)N.COC[C@H](C)N.COC[C@H](C)N.COC[C@H](C)N.COC[C@H](C)N.COC[C@H](C)N.COC[C@H](C)N
- Frontier orbital gap: 8.5 eV
- LUMO level: 0.422 eV
- Electronic energy: -81394.7047 eV
- HOMO energy: -8.089 eV
- Relative energy (zero: lowest compared OMol25 entry of this formula, charge and spin): 531.83 kJ/mol
- Max |F|: 0.0844 hartree/bohr



The following is a DFT calculation (the ωB97M-V functional and the def2-TZVPD basis) of C17H37AsMnNO7P2Si2 as an isolated structure.

Positions of all 68 atoms, in Å:
Mn: 0.15116 0.42916 -0.98102
C: 2.79610 3.19309 0.17399
C: 2.54278 3.26313 -1.32701
O: 3.39760 4.25530 -1.87978
P: 3.00308 1.66710 -2.10101
O: 4.44907 1.29509 -1.56721
O: 3.28901 2.04241 -3.61266
O: 2.04014 0.52799 -1.94739
P: 0.74324 3.63810 -1.59741
O: 0.63944 3.56663 -3.21961
O: 0.36107 4.97105 -1.11219
O: 0.05592 2.38735 -1.07105
H: 3.85857 3.04903 0.36737
H: 2.22481 2.38362 0.63316
H: 2.47868 4.13479 0.62157
H: 3.19404 4.35748 -2.81724
H: 4.43089 0.62079 -0.87533
H: 2.73528 1.53973 -4.22511
H: 0.39806 4.44630 -3.53837
C: -2.19474 0.73214 -3.03306
N: -2.12441 0.46420 -1.59294
C: -2.90658 1.45200 -0.86294
C: -2.56399 -0.89919 -1.27897
C: -1.50402 -1.87702 -1.69925
C: -1.81813 -3.10716 -2.25826
C: -0.80474 -3.97921 -2.64575
C: 0.52109 -3.59412 -2.50041
C: 0.82789 -2.35317 -1.94641
C: -0.17844 -1.49618 -1.51562
H: -3.23374 0.73781 -3.38520
H: -1.64730 -0.03484 -3.58069
H: -1.74693 1.70464 -3.24023
H: -3.96352 1.42281 -1.15898
H: -2.50577 2.44645 -1.04996
H: -2.83131 1.24295 0.19794
H: -3.53057 -1.12086 -1.75013
H: -2.69522 -0.95323 -0.19599
H: -2.85853 -3.38265 -2.39948
H: -1.05066 -4.94268 -3.07554
H: 1.31972 -4.25262 -2.81965
H: 1.86738 -2.06450 -1.85651
C: -0.35003 0.49325 4.57618
Si: -1.34524 0.48958 3.00607
C: -2.07221 2.20099 2.87570
C: -2.70932 -0.76671 3.14305
As: 0.18639 0.01342 1.30940
Si: 0.87250 -2.16243 1.84121
C: 2.46942 -2.38528 0.86546
C: 1.32490 -2.39383 3.63358
C: -0.35445 -3.50215 1.45572
H: -1.01882 0.63308 5.43346
H: 0.36427 1.32166 4.55408
H: 0.21061 -0.43074 4.72233
H: -2.56341 2.43653 3.82664
H: -2.81093 2.31573 2.08366
H: -1.28143 2.93837 2.70711
H: -3.41161 -0.46581 3.92890
H: -2.30877 -1.75364 3.39904
H: -3.26413 -0.86356 2.20480
H: 3.31603 -2.08497 1.49191
H: 2.46817 -1.75495 -0.02551
H: 2.62394 -3.42344 0.54837
H: 2.02612 -1.63174 3.98306
H: 1.81768 -3.37075 3.70314
H: 0.45889 -2.40623 4.30239
H: -0.69652 -3.45277 0.42255
H: -1.23010 -3.42606 2.11034
H: 0.11164 -4.48125 1.62172

Values from the calculation:
- Frontier orbital gap (spin up / spin down): 6.5 / 7.7 eV
- LUMO level (spin up / spin down): -0.721 / 0.201 eV
- <S²>: 6.28
- Electronic energy: -160552.2769 eV
- HOMO energy (spin up / spin down): -7.178 / -7.470 eV
- Relative energy (zero: lowest compared OMol25 entry of this formula, charge and spin): 34.63 kJ/mol
- Multiplicity: 5
- Max |F|: 0.0310 hartree/bohr



The following is a DFT calculation (the ωB97M-V functional and the def2-TZVPD basis) of a 7-piece molecular cluster, C23H58NO19S5 overall.

Positions of all 106 atoms, in Å:
C: -2.00664 -0.72811 0.32659
N: -1.68834 -0.79768 -1.10303
C: -1.54440 -2.31404 -1.44083
C: -2.83046 -0.33129 -2.05446
C: -0.34634 -0.18677 -1.40826
C: -0.15955 1.33684 -1.02068
O: 1.08093 1.73941 -1.39197
H: -3.04786 -1.38896 0.62048
H: -2.11632 0.35984 0.73878
H: -1.22895 -1.30512 0.80094
H: -1.02040 -2.46155 -2.63877
H: -2.50484 -2.87569 -1.46924
H: -1.11373 -2.96488 -0.71205
H: -3.06130 0.74109 -1.79536
H: -3.63535 -0.87152 -1.83735
H: -2.45382 -0.33124 -3.15555
H: -0.25585 -0.18319 -2.49238
H: 0.42222 -0.76383 -0.90419
H: -0.27902 1.41901 0.08468
H: -0.90802 1.98022 -1.40897
H: 0.90025 2.55872 -1.53932
O: 3.03330 -0.46913 -5.13726
S: 2.40692 -1.45317 -4.33582
O: 1.00411 -1.53400 -4.36951
O: 2.76623 -2.91369 -5.07865
C: 2.60563 -2.94751 -6.36767
C: 3.02146 -4.30416 -6.92896
C: 3.03262 -1.33997 -2.71044
H: 3.09664 -2.20740 -7.07674
H: 1.54713 -2.93241 -6.59863
H: 2.79355 -4.55149 -8.02471
H: 2.51971 -5.07979 -6.18776
H: 3.99378 -4.73302 -6.79147
H: 2.88118 -0.40026 -2.25013
H: 3.99563 -1.65499 -2.64758
H: 2.29665 -1.93564 -2.11204
O: 2.13359 4.12184 -5.16166
S: 2.62091 4.54770 -3.86304
O: 1.83177 4.31123 -2.64541
O: 3.93304 3.68408 -3.53641
C: 3.99196 2.32574 -3.66762
C: 5.16369 1.88472 -2.91594
C: 3.13677 6.25379 -3.83981
H: 4.19606 2.14578 -4.75907
H: 2.98168 2.02693 -3.33497
H: 5.05344 1.95187 -1.85317
H: 6.10721 2.51312 -3.31502
H: 5.35257 0.81511 -3.13195
H: 3.70461 6.16937 -2.90960
H: 2.24887 6.67001 -3.84264
H: 3.85257 6.41885 -4.60702
O: -3.18857 -0.43466 6.53003
S: -2.07585 -0.71539 5.63565
O: -0.78910 -0.07553 5.69580
O: -1.78163 -2.32369 5.89729
C: -1.17993 -2.68126 7.12081
C: -0.31981 -3.98327 6.93007
C: -2.83537 -0.54789 4.04130
H: -1.95534 -2.90161 7.86925
H: -0.49522 -1.69775 7.48653
H: 0.62224 -3.42129 6.51938
H: -0.82167 -4.80698 6.39389
H: 0.11494 -4.30501 7.63162
H: -1.89095 -0.77035 3.33309
H: -3.21658 0.55547 4.00446
H: -3.71156 -1.32682 3.90031
O: 2.28360 -1.62877 1.19771
S: 1.76849 -1.75275 2.61054
O: 2.67933 -1.55808 3.72082
O: 0.64683 -0.57170 2.61676
C: 1.23863 0.78054 2.52015
C: 0.15754 1.78721 2.86761
C: 1.00840 -3.30003 2.68055
H: 1.50226 1.05174 1.45862
H: 2.11888 0.77583 3.17311
H: -0.68954 1.58350 2.25047
H: 0.43982 2.85714 2.72607
H: -0.45408 1.55663 3.90462
H: 1.64413 -4.12196 2.24072
H: 0.22731 -3.49573 1.98702
H: 0.62939 -3.58172 3.60170
O: -2.87792 3.37886 -0.97694
S: -2.73795 3.77198 0.35505
O: -2.85218 2.80383 1.41198
O: -1.18522 4.41069 0.51853
C: -0.74476 5.40508 -0.37431
C: 0.71573 5.61386 -0.04170
C: -3.84851 5.13088 0.68958
H: -1.20180 6.38188 -0.26899
H: -0.93704 5.03730 -1.32085
H: 1.06981 6.38778 -0.43149
H: 1.10975 4.78498 -0.33677
H: 1.03211 5.55929 1.01882
H: -3.70758 5.87470 -0.18168
H: -3.62551 5.56893 1.79313
H: -4.70967 4.81292 1.06434
C: -3.83415 -5.57547 2.33024
C: -2.81313 -4.51510 2.67425
O: -3.33813 -3.32000 2.24130
C: -4.44287 -3.46934 1.73679
O: -5.09004 -2.69502 1.07762
O: -4.81948 -4.73922 1.77319
H: -4.12652 -6.18930 2.96503
H: -3.63369 -5.99018 1.47723
H: -1.94296 -4.91567 2.18423
H: -2.64032 -4.47426 3.87710

Values from the calculation:
- Frontier orbital gap: 9.9 eV
- LUMO level: -2.278 eV
- Electronic energy: -119338.3245 eV
- Charge: +1
- HOMO energy: -12.214 eV
- Relative energy (zero: lowest compared OMol25 entry of this formula, charge and spin): 90.85 kJ/mol
- Max |F|: 0.2624 hartree/bohr



Q: Number 2 is which compound?
A: C4H12



Q: What is the electronic energy in the fourth record?
A: -81394.7047 eV